The following is a quantum chemistry calculation of C33H35BBrClN4O17Sb as an isolated structure, from the OMol25 dataset.

Calculated values
Total energy   -6075.52781 hartree
LUMO energy   0.0246 hartree
Charge   -1
Orbital gap   6.87 eV
Strongest force on any atom   7.34 eV/A

Each line ends with the Mulliken charge.
Positions of all 93 atoms, in Å:
Sb: 0.064426 -0.822382 3.100656  1.2201
Br: -1.419619 0.615496 6.631637  -0.2061
Cl: 2.453670 -1.457958 3.203295  -0.4602
O: 2.786495 1.037250 1.267749  -0.5685
O: -2.749233 4.263789 -1.252654  -0.5919
O: -0.639893 -6.562177 -1.479185  -0.6319
O: -0.726744 -4.384903 -1.580154  -0.4321
O: 0.773620 -1.002874 7.239349  -0.5526
O: 0.030495 -9.090179 6.348142  -0.6268
O: -4.297814 -0.348135 1.876218  -0.3905
O: 1.831017 0.554523 -0.791076  -0.3245
O: -4.490999 5.385385 -1.899492  -0.6065
O: -0.463074 -2.533027 2.134067  -0.6013
O: 1.457425 -2.668993 0.400010  -0.7352
O: 3.106836 6.755003 -3.491993  -0.6146
O: 1.560495 2.876040 -0.725479  -0.5182
O: -4.591745 -0.933411 -0.399330  -0.4958
O: -0.188782 -7.124517 7.240846  -0.6018
O: 3.782211 8.785839 -3.134342  -0.6150
O: -0.884554 -3.080591 -0.233487  -0.4440
N: -3.295201 5.119438 -1.939164  1.0015
N: -0.056656 -7.867868 6.275533  1.0122
N: -0.612546 -5.501195 -2.099280  0.9913
N: 3.558753 7.636323 -2.770097  1.0321
C: -2.216113 7.569289 -4.561391  -0.3890
C: -0.302767 6.264250 -3.872651  -0.4945
C: -0.115397 -6.861064 -5.557644  -0.4112
C: -2.455069 5.871913 -2.873182  -0.2450
C: 4.573971 7.943501 0.823033  -0.3422
C: -0.137763 -1.881612 5.076233  -0.5387
C: 0.051923 -6.105283 2.421259  -0.6035
C: -0.112112 -0.864714 6.330534  0.2656
C: -1.097710 5.567033 -2.969658  -0.1257
C: -4.825360 -0.109465 0.550247  0.2382
C: 1.743921 0.642587 0.690366  0.1933
C: -0.351223 -4.383725 -4.290927  -0.2075
C: 4.326394 8.271887 -0.506474  -0.4763
C: -2.127763 -0.364695 3.270581  -0.9107
C: -0.425916 -5.565489 -3.553410  -0.0532
C: 3.876636 5.668227 0.401873  -0.4512
C: 0.108204 -8.071851 3.816936  -0.4661
C: -3.020254 6.873843 -3.661986  -0.3940
C: -0.004055 -7.257163 4.944472  -0.1460
C: 3.623461 5.987511 -0.928763  -0.3658
C: 0.288329 0.396768 1.282861  -0.4244
C: 3.845769 7.291278 -1.375244  0.1380
C: -0.313580 -6.806333 -4.180663  -0.4053
C: -0.029734 -5.684260 -6.296934  -0.4122
C: -0.150086 -4.448459 -5.666904  -0.5011
C: 4.346544 6.645516 1.275607  -0.4863
C: -2.821247 -0.243212 1.822955  0.0517
C: 1.105296 1.764832 -1.178507  0.6447
C: -0.231203 1.795051 -2.052770  -0.7123
C: -0.861201 7.261268 -4.668385  -0.5200
C: -0.078539 -5.869249 4.818283  -0.3459
C: 0.133545 -7.489211 2.553288  -0.4276
C: -0.049463 -5.295784 3.549839  0.3769
B: 0.081747 -2.720243 0.834530  0.7602
H: -0.161092 -5.226896 5.689418  0.5404
H: -0.570285 0.765111 -2.428808  0.2842
H: -1.100559 -2.502772 5.058790  0.2993
H: -2.337419 0.595752 3.862196  0.2987
H: -5.470035 0.819875 0.283226  0.3349
H: 0.743006 -2.610877 5.244405  0.3010
H: -0.155384 2.524207 -2.959183  0.3415
H: -1.059236 -2.232946 -0.709504  0.1928
H: 0.172523 -9.151473 3.905196  0.4248
H: -1.119858 2.212799 -1.422487  0.0967
H: -2.645633 8.349350 -5.182307  0.3687
H: -0.083911 -3.534296 -6.248856  0.3644
H: -0.060524 1.467592 1.609179  0.5756
H: 4.941751 8.700426 1.509010  0.3605
H: -0.109818 -4.217147 3.438632  0.2113
H: -0.648655 4.792607 -2.355614  0.6771
H: 0.213840 -8.114462 1.669230  0.4166
H: -0.458232 0.155276 0.416436  0.0591
H: 4.507733 9.286607 -0.845575  0.4186
H: -0.238021 7.800386 -5.376580  0.4036
H: -2.401428 -1.039069 1.079260  0.1355
H: -2.483315 0.786382 1.386635  0.1907
H: 1.728519 -3.475012 -0.093847  0.2663
H: -2.590381 -1.308185 3.772759  0.2817
H: 0.066214 -5.654859 1.432157  0.3065
H: 3.254299 5.216745 -1.597902  0.4839
H: -0.443225 -3.413884 -3.812820  0.4968
H: -4.074489 7.121382 -3.590496  0.4313
H: -0.375266 -7.731116 -3.616057  0.4242
H: 0.132791 -5.730520 -7.370318  0.3634
H: -0.023721 -7.821762 -6.054954  0.3579
H: 0.753566 6.028598 -3.958541  0.4484
H: 0.480119 0.595028 4.021064  -0.1210
H: 3.703928 4.657683 0.759629  0.5248
H: 4.535715 6.394675 2.315670  0.3871

Atomic forces in eV per Å
-0.55 1.11 2.23
0.47 -0.81 -0.43
-0.31 -0.16 -0.08
-5.00 -2.11 -2.29
-0.43 0.50 -0.41
0.09 0.59 -0.40
0.41 -5.04 -3.71
-4.34 1.03 -4.37
-0.05 0.73 0.02
-0.37 1.54 -2.84
-2.89 2.20 0.32
0.80 -0.18 -0.02
1.95 0.21 -2.64
-1.46 -0.77 1.01
0.25 0.57 0.31
-2.24 -4.77 -2.31
-1.02 3.83 4.27
0.09 -0.57 -0.61
-0.18 -0.79 0.17
0.94 5.52 4.75
-0.40 -0.34 0.46
-0.02 -0.18 0.54
-0.16 0.36 0.32
-0.07 0.21 -0.45
0.16 -0.24 0.18
-0.17 0.07 -0.06
-0.02 0.28 0.10
0.51 0.46 -0.59
-0.10 -0.21 -0.19
-0.20 -0.47 1.49
0.02 0.02 0.08
4.39 -2.65 2.86
0.01 -0.10 0.06
1.46 -3.66 -2.64
3.41 1.65 2.06
0.01 0.03 0.01
0.02 0.12 0.01
-1.93 -0.54 -1.21
0.15 -0.18 -0.85
0.05 0.18 0.02
0.00 -0.09 -0.02
-0.08 0.04 -0.03
0.01 0.36 -0.74
-0.05 -0.02 -0.11
0.24 1.87 -2.36
0.15 -0.25 0.84
0.02 -0.03 -0.03
-0.01 0.00 0.03
-0.02 -0.27 0.12
-0.01 0.03 -0.09
2.23 0.12 -0.25
1.94 3.86 1.62
-0.57 -0.35 -0.20
-0.08 -0.01 0.03
-0.01 -0.05 0.01
-0.01 0.16 0.22
0.03 -0.21 0.14
-1.26 -0.73 -0.50
0.02 -0.25 -0.03
0.77 1.47 0.56
1.11 1.12 0.17
0.37 -1.60 -0.74
1.02 -1.34 1.28
-1.35 1.42 -0.12
0.29 -1.38 1.70
0.10 -0.96 0.43
-0.03 0.21 0.20
1.86 -0.70 -0.78
0.01 -0.12 0.11
-0.02 -0.10 0.13
0.76 -1.93 -0.20
-0.05 -0.07 -0.14
0.02 -0.23 -0.01
-0.22 0.12 0.02
-0.02 0.06 0.14
1.54 0.05 1.41
-0.10 -0.23 -0.13
-0.07 -0.07 0.12
-0.97 1.14 1.49
-1.01 -1.53 0.66
-0.57 1.05 0.26
0.77 1.78 -0.65
-0.06 -0.07 0.10
0.03 0.22 0.03
0.00 -0.27 0.13
0.16 -0.20 0.14
-0.01 0.29 0.10
-0.03 0.01 0.14
-0.02 0.11 0.11
-0.14 0.04 0.07
0.08 -0.06 -0.24
-0.03 0.10 -0.14
-0.03 0.02 -0.15


The following is a quantum chemistry calculation of a 3-piece molecular cluster, C4H12O2 overall, from the OMol25 dataset.

Calculated values
Total energy   -310.04168 hartree
Energy relative to the best compared isomer or geometry (same formula, charge and spin)   0.850 eV
LUMO energy   0.0251 hartree
Orbital gap   10.07 eV
SMILES   C=C(C)C.O.O
Strongest force on any atom   1.68 eV/A

Each line ends with the natural charge from an NBO analysis.
Positions of all 18 atoms, in Å:
O: -0.449766 2.166001 -2.376315  -0.9629
O: -1.274264 -3.930260 0.715186  -0.9316
C: -0.090740 1.599817 1.171420  -0.6360
C: -0.339896 -0.496369 -0.100490  -0.4177
C: 1.948431 0.267845 0.364336  -0.6531
C: 0.462328 0.343958 0.537900  0.0388
H: 2.437412 1.233051 0.170040  0.2146
H: 0.153850 2.461911 0.537151  0.2024
H: 2.258324 -0.346623 -0.480595  0.2202
H: -1.092611 -3.126399 0.228372  0.4672
H: 0.042718 -1.400452 -0.530273  0.1868
H: -1.398749 -0.353413 0.019882  0.1925
H: 2.413925 -0.193888 1.230936  0.2173
H: -0.490064 2.820854 -1.681229  0.4811
H: -1.066458 -3.657666 1.615842  0.4657
H: -0.469829 2.461943 -3.278917  0.4832
H: -1.155373 1.456601 1.320829  0.2173
H: 0.434920 1.804722 2.110638  0.2144

Atomic forces in eV per Å
0.12 -1.56 0.61
0.06 0.04 0.32
0.80 -0.52 0.07
-0.13 -0.07 1.25
0.68 -0.21 -0.05
0.24 0.92 -1.24
-0.36 -0.03 0.35
-0.32 -0.11 0.00
-0.34 -0.19 -0.06
-0.01 0.20 -0.37
0.09 -0.18 -0.58
-0.39 -0.21 -0.28
0.19 0.18 0.32
-0.07 0.62 -0.63
-0.06 -0.22 0.07
-0.06 0.96 -0.01
-0.12 0.46 0.12
-0.32 -0.08 0.09


The following is a quantum chemistry calculation of C27H32AsKN3O as an isolated structure, from the OMol25 dataset.

Calculated values
Total energy   -4123.12481 hartree
Energy relative to the best compared isomer or geometry (same formula, charge and spin)   0.000 eV
LUMO energy   -0.0942 hartree
Charge   +1
Orbital gap   7.96 eV
Strongest force on any atom   0.23 eV/A

Each line ends with the natural charge from an NBO analysis.
Positions of all 65 atoms, in Å:
As: 0.016920 0.410275 0.868625  0.8254
K: 0.068053 1.317878 -2.269678  0.9628
O: -1.591558 -0.552399 -2.117262  -0.7534
N: -3.777306 -1.123624 -1.958815  -0.4020
N: 2.785350 0.972900 -2.227680  -0.4855
N: 5.312357 0.620726 -2.083144  -0.4032
C: 1.824482 0.967941 5.196006  -0.1914
C: -2.476796 -1.399571 -1.982834  0.5598
C: 3.084874 -0.414996 -1.829268  -0.2626
C: 4.910964 1.679695 -1.159963  -0.2551
C: -0.090161 1.044096 3.740001  -0.1499
C: -4.071144 0.279160 1.303689  -0.1989
C: -2.238881 2.363575 1.069510  -0.2523
C: 3.413968 1.236943 -3.535348  -0.2614
C: 4.621104 -0.617494 -1.728231  -0.2556
C: 2.070190 0.443876 2.866094  -0.2155
C: -2.717451 -0.006728 1.167569  -0.1141
C: -2.808518 -2.560815 1.214391  -0.2200
C: -2.117718 -3.761997 1.137495  -0.2085
C: -0.037980 -2.573413 0.904313  -0.2146
C: 0.469477 1.198647 5.000559  -0.2163
C: -4.504407 1.597534 1.324869  -0.1972
C: 0.710458 0.663896 2.666843  -0.3490
C: -3.593936 2.640920 1.205968  -0.2098
C: -1.799752 1.046471 1.051612  -0.2282
C: 3.373830 1.885097 -1.227799  -0.2643
C: 4.947732 1.004421 -3.445240  -0.2550
C: -2.117502 -1.356957 1.136715  0.0069
C: -0.725896 -1.374094 0.989345  -0.3055
C: -4.773279 -2.176728 -1.862565  -0.4039
C: 2.625624 0.587263 4.129314  -0.2032
C: -0.736402 -3.772477 0.979861  -0.1910
C: -4.224498 0.251105 -2.123877  -0.4188
H: -5.253641 0.331289 -1.783276  0.2176
H: -3.604650 0.917018 -1.525759  0.2228
H: 5.444418 2.591615 -1.430361  0.2093
H: 3.682264 0.408640 4.280513  0.2225
H: -2.241141 -2.462698 -1.847711  0.1451
H: -3.884739 -2.569283 1.342335  0.2139
H: 2.256497 1.087417 6.181117  0.2247
H: 5.268022 0.211998 -4.122483  0.2091
H: -0.204715 -4.713401 0.924169  0.2246
H: 2.700146 0.158387 2.029566  0.2042
H: 4.961987 -1.406488 -2.399418  0.2097
H: 2.956858 0.574426 -4.274155  0.1993
H: 4.918901 -0.896733 -0.716387  0.2057
H: 3.186292 2.266748 -3.821089  0.1976
H: -5.506084 -1.925819 -1.096146  0.2071
H: 5.501028 1.905929 -3.710102  0.2097
H: -4.792627 -0.522282 1.410368  0.2160
H: -0.155470 1.495886 5.832762  0.2232
H: -2.656875 -4.698092 1.206964  0.2249
H: -3.936869 3.666870 1.233464  0.2271
H: 3.122938 2.910859 -1.510118  0.1973
H: -4.174144 0.558817 -3.170468  0.2078
H: -5.295839 -2.316794 -2.810356  0.2096
H: 2.898403 1.678238 -0.266532  0.2048
H: -4.290598 -3.113200 -1.588911  0.2204
H: -5.558061 1.815864 1.442543  0.2260
H: 5.229379 1.400087 -0.154785  0.2073
H: 1.039424 -2.581462 0.787785  0.2172
H: -1.148989 1.214217 3.593726  0.2077
H: -1.525979 3.178048 1.004503  0.2171
H: 2.641599 -1.085064 -2.569598  0.2016
H: 2.590047 -0.602186 -0.873213  0.2001

Atomic forces in eV per Å
0.08 0.00 0.04
-0.07 0.04 -0.13
-0.05 0.02 -0.11
-0.08 0.03 -0.02
0.10 0.04 -0.02
-0.02 -0.01 0.00
0.00 0.00 0.01
0.08 0.02 0.15
0.04 0.03 -0.01
0.00 -0.02 -0.02
0.04 -0.05 -0.04
-0.05 0.00 0.03
0.08 -0.02 -0.02
0.06 -0.03 0.03
0.01 0.05 -0.01
-0.02 0.02 -0.07
0.05 -0.02 0.03
-0.06 -0.01 0.01
0.02 -0.01 0.00
0.01 0.02 0.01
0.00 -0.01 -0.02
0.01 0.00 -0.01
-0.03 0.02 0.07
0.01 -0.03 0.00
-0.22 0.01 0.07
0.02 -0.04 -0.02
-0.01 -0.01 0.04
0.07 0.04 -0.02
-0.07 -0.10 0.06
0.01 -0.03 -0.03
0.00 0.00 0.02
-0.01 0.03 0.01
0.02 0.01 -0.05
0.00 -0.01 0.01
0.01 -0.01 0.01
0.00 0.00 0.00
-0.01 0.00 -0.01
0.03 0.00 -0.01
0.01 0.00 0.00
0.00 0.00 -0.01
-0.01 0.00 -0.01
-0.01 0.01 0.00
0.03 0.00 0.02
-0.01 -0.01 -0.01
-0.01 0.01 -0.01
-0.01 0.00 0.01
0.00 0.00 0.00
0.01 0.00 0.04
0.00 0.01 0.00
0.01 0.00 0.00
0.01 0.00 -0.01
0.00 0.01 0.00
0.00 -0.01 0.00
0.00 0.00 0.00
-0.01 -0.02 0.00
0.00 0.04 0.00
-0.01 0.01 0.02
0.02 0.01 0.00
0.01 -0.01 0.00
-0.01 0.00 0.01
0.00 -0.02 0.00
-0.02 0.02 0.03
-0.01 0.02 -0.01
-0.01 -0.01 0.00
-0.01 -0.01 0.00


> Which of these has the highest total energy?

C4H12O2


> total energy of number 2 (C4H12O2)?

-310.04168 hartree


> Which of these has the lowest total energy?

C33H35BBrClN4O17Sb


> Look up the orbital gap of the second one.

10.07 eV